Entry 1:
DFT (ωB97M-V/def2-TZVPD) results for C28H37BrLaN5O2Si as an isolated structure.

```
! RIJCOSX wB97M-V def2-TZVPD def2/J DEFGRID3
* xyz 2 1
La -17.891 -8.410 2.098
C -16.609 -7.154 0.344
Si -16.892 -5.302 0.700
C -18.834 -5.258 0.886
N -19.353 -5.993 2.065
C -19.147 -5.168 3.297
C -20.437 -4.669 3.946
C -21.343 -4.025 2.901
C -21.674 -5.032 1.788
C -20.794 -6.285 1.884
C -16.390 -4.054 -0.626
C -17.186 -3.863 -1.757
C -16.831 -2.949 -2.729
C -15.668 -2.207 -2.591
C -14.860 -2.392 -1.482
C -15.215 -3.309 -0.510
C -16.045 -4.861 2.345
C -15.354 -5.795 3.114
C -14.686 -5.418 4.267
C -14.704 -4.098 4.682
C -15.387 -3.154 3.932
C -16.043 -3.536 2.776
H -15.542 -7.391 0.338
H -16.981 -7.385 -0.658
H -19.253 -5.730 -0.007
H -19.196 -4.226 0.901
H -18.551 -4.297 3.030
H -18.572 -5.742 4.035
H -20.172 -3.938 4.709
H -20.956 -5.489 4.443
H -20.834 -3.153 2.484
H -22.258 -3.667 3.371
H -21.548 -4.567 0.812
H -22.715 -5.349 1.857
H -20.917 -6.880 0.973
H -21.130 -6.895 2.728
H -18.095 -4.437 -1.870
H -17.461 -2.814 -3.595
H -15.397 -1.485 -3.345
H -13.951 -1.819 -1.373
H -14.580 -3.447 0.353
H -15.289 -6.835 2.788
H -14.135 -6.152 4.837
H -14.176 -3.800 5.577
H -15.396 -2.121 4.241
H -16.552 -2.789 2.183
O -19.209 -14.382 5.392
C -19.101 -13.268 4.694
C -20.173 -12.635 4.047
C -19.946 -11.460 3.364
N -18.752 -10.866 3.290
C -17.742 -11.496 3.879
Br -16.039 -10.605 3.676
C -17.833 -12.669 4.583
H -20.105 -14.753 5.400
H -21.163 -13.063 4.079
H -20.753 -10.961 2.845
H -16.975 -13.134 5.041
C -22.293 -7.527 6.042
C -21.172 -8.568 6.184
C -20.181 -8.415 5.175
N -19.408 -8.292 4.332
H -23.089 -7.768 6.739
H -22.700 -7.537 5.033
H -21.927 -6.530 6.270
H -21.590 -9.577 6.097
H -20.686 -8.476 7.162
N -15.874 -10.727 -0.721
C -17.115 -11.089 -0.358
N -17.675 -12.115 -1.016
O -17.722 -10.506 0.564
H -15.389 -11.169 -1.480
H -15.410 -9.982 -0.224
H -17.224 -12.569 -1.793
H -18.620 -12.383 -0.795
*
```

Summary:
Calculated total energy in Eh: -4408.1553
Lowest unoccupied orbital energy in eV: -5.6
Orbital gap in eV: 7.2

Entry 2:
DFT (ωB97M-V/def2-TZVPD) results for C28H37ClN4P2Sr as an isolated structure.

```
! RIJCOSX wB97M-V def2-TZVPD def2/J DEFGRID3
* xyz 0 1
Sr -3.768 -4.319 0.063
C -1.818 -5.300 -0.379
C -1.563 -4.278 0.530
C -0.966 -2.926 0.175
C -2.034 -1.839 -0.099
C -3.257 -2.344 -0.831
C -3.271 -3.269 -1.870
C -2.034 -3.879 -2.508
C -1.624 -5.232 -1.878
C -5.800 -3.891 0.003
H -1.936 -6.305 0.022
H -1.531 -4.551 1.582
H -0.300 -3.031 -0.685
H -0.340 -2.592 1.009
H -2.373 -1.429 0.858
H -1.578 -1.002 -0.651
H -4.157 -1.750 -0.681
H -4.192 -3.356 -2.440
H -1.204 -3.169 -2.457
H -2.234 -4.040 -3.573
H -2.235 -6.026 -2.320
H -0.580 -5.463 -2.138
H -6.400 -4.807 0.023
H -6.066 -3.310 -0.889
H -6.060 -3.301 0.892
P 0.483 3.424 -0.259
P 2.257 1.379 1.401
N 0.090 3.459 -1.960
N 0.163 5.050 0.247
N 3.046 0.349 0.251
N 3.183 1.120 2.859
C 2.329 3.500 -0.400
C 2.978 3.011 0.901
C -0.514 2.359 -2.569
C -0.448 2.525 -3.931
C 0.217 3.766 -4.176
C 0.544 4.314 -2.957
C -0.975 5.352 0.997
C -1.028 6.710 1.182
C 0.110 7.274 0.528
C 0.822 6.247 -0.039
C 2.458 -0.851 -0.151
C 3.327 -1.504 -0.988
C 4.493 -0.688 -1.112
C 4.304 0.436 -0.347
C 4.554 0.959 3.021
C 4.848 1.103 4.357
C 3.626 1.375 5.046
C 2.621 1.380 4.108
H 2.598 4.538 -0.625
H 2.672 2.878 -1.231
H 4.060 2.871 0.789
H 2.817 3.754 1.687
H -0.929 1.568 -1.961
H -0.848 1.847 -4.672
H 0.413 4.215 -5.141
H 1.042 5.237 -2.706
H -1.629 4.556 1.322
H -1.789 7.244 1.733
H 0.378 8.321 0.486
H 1.740 6.262 -0.606
H 1.472 -1.111 0.206
H 3.148 -2.455 -1.469
H 5.371 -0.902 -1.706
H 4.946 1.288 -0.187
H 5.187 0.744 2.175
H 5.830 1.003 4.800
H 3.501 1.527 6.109
H 1.557 1.544 4.196
Cl -5.102 -5.530 3.341
C -4.296 -6.267 1.939
H -3.345 -6.737 2.264
H -4.958 -7.037 1.493
*
```

Summary:
Calculated total energy in Eh: -2481.3523
Lowest unoccupied orbital energy (alpha / beta) in eV: -0.9 / -0.9
Orbital gap (alpha / beta) in eV: 4.8 / 4.8

Entry 3:
DFT (ωB97M-V/def2-TZVPD) results for C28H37FMnN10O4S2Si as an isolated structure.

```
! RIJCOSX wB97M-V def2-TZVPD def2/J DEFGRID3
* xyz 2 4
Mn -0.097 0.291 -0.151
C -1.740 -4.189 -1.308
Si -0.400 -2.898 -1.428
C 1.279 -3.637 -1.109
C -0.401 -2.139 -3.119
N -0.738 -1.560 -0.202
C -1.507 -1.707 0.899
C -1.721 -2.911 1.612
C -2.518 -2.948 2.740
C -3.146 -1.798 3.207
C -2.948 -0.577 2.561
C -2.132 -0.571 1.467
F -1.882 0.643 0.834
H -1.744 -4.693 -2.279
H -2.738 -3.772 -1.162
H -1.565 -4.955 -0.557
H 1.335 -4.533 -1.733
H 1.463 -3.947 -0.086
H 2.081 -2.977 -1.439
H -0.088 -2.946 -3.787
H 0.324 -1.333 -3.235
H -1.380 -1.801 -3.446
H -1.224 -3.808 1.273
H -2.651 -3.882 3.266
H -3.780 -1.841 4.082
H -3.412 0.337 2.903
N -4.750 -1.706 -0.540
C -4.206 -0.981 -1.542
N -3.007 -0.459 -1.502
C -2.742 0.206 -2.675
C -3.752 0.205 -3.589
S -5.096 -0.688 -2.996
C -1.440 0.834 -2.942
C -1.137 1.298 -4.174
S 0.358 2.134 -4.199
C 0.533 1.820 -2.523
N -0.435 1.083 -1.980
N 1.569 2.365 -1.869
H -4.235 -1.866 0.308
H -5.686 -2.062 -0.604
H -3.795 0.668 -4.558
H -1.718 1.202 -5.073
H 2.366 2.674 -2.401
H 1.698 2.171 -0.890
C 3.917 1.894 1.164
C 3.802 0.726 2.128
C 3.305 -0.615 1.513
C 3.230 -1.655 2.644
C 2.742 -3.026 2.219
C 4.333 -1.021 0.459
O 5.423 -1.425 0.754
N 3.981 -0.836 -0.874
C 2.759 -0.439 -1.382
O 2.545 -0.320 -2.563
N 1.775 -0.233 -0.426
C 1.970 -0.390 0.875
O 0.891 -0.260 1.528
H 4.305 2.768 1.686
H 2.945 2.168 0.748
H 4.606 1.682 0.345
H 3.132 0.969 2.956
H 4.779 0.501 2.560
H 2.576 -1.247 3.418
H 4.233 -1.723 3.066
H 1.704 -2.985 1.883
H 2.784 -3.716 3.060
H 3.358 -3.447 1.423
H 4.691 -1.060 -1.563
C 0.928 3.622 2.722
N -0.067 3.962 1.702
C -0.725 5.152 1.785
C -1.655 5.511 0.876
C -1.919 4.578 -0.169
N -1.256 3.422 -0.257
C -0.334 3.128 0.646
O 0.361 2.060 0.569
N -2.838 4.825 -1.098
H 1.830 4.214 2.575
H 1.162 2.565 2.640
H 0.507 3.830 3.704
H -0.455 5.779 2.623
H -2.172 6.454 0.949
H -3.358 5.685 -1.111
H -2.987 4.152 -1.831
*
```

Summary:
Calculated total energy in Eh: -4274.1456
Lowest unoccupied orbital energy (alpha / beta) in eV: -6.2 / -7.6
Orbital gap (alpha / beta) in eV: 6.5 / 5.0